47
Properties=species:S:1:pos:R:3:forces:R:3 method="wB97M-V/def2-TZVPD" e_tot_ha=-2463.8921 smiles="COC(=O)c1c(Cl)cc(Cl)cc1-c1cnc([C@@H](C)NC(=O)[C@@](C)(O)C(F)(F)F)c(F)c1" spin_multiplicity=1 charge=0 orbital_gap_ha=0.3437
N 0.251 -1.335 -0.055 0.187 1.773 0.145
C -2.944 2.250 4.295 0.013 0.502 0.457
O 1.542 0.713 -3.639 -2.203 -1.955 0.684
C 0.593 1.370 0.616 -2.221 -0.049 3.280
H -1.453 1.134 -3.063 0.030 -0.944 -0.336
C -1.215 1.194 2.377 -0.564 0.511 1.834
C 0.038 0.069 4.198 1.672 -4.462 -0.373
H -1.121 -1.402 1.396 -1.596 -1.072 0.994
H 3.280 -3.058 -2.125 0.629 0.208 -0.965
H -1.757 -0.679 -2.765 0.164 1.046 -0.472
H 3.020 0.449 5.392 -0.162 0.067 -0.444
H -3.512 2.571 5.165 -0.622 0.458 -0.688
H -2.394 2.392 1.018 0.273 -0.273 -0.566
H 0.732 -2.172 -2.958 -0.164 -0.822 0.481
O -0.290 0.910 -5.322 0.252 -0.824 -0.250
C -1.074 0.916 3.785 1.144 -0.508 -1.419
C -3.088 2.715 2.943 1.392 -3.104 2.761
H 2.884 -0.579 -1.872 0.006 -0.265 0.157
C -0.807 -1.558 -5.174 1.489 3.627 -2.782
C 2.055 -1.264 -1.650 1.595 -0.138 -1.321
H 0.489 1.453 -4.995 -0.812 -1.355 0.038
O 0.068 -1.149 3.837 0.386 4.309 1.425
F -0.838 -2.461 -4.232 -1.801 -1.417 -0.077
H 2.537 -0.674 4.073 -0.018 0.428 -2.213
C -0.324 0.601 1.351 -0.345 -2.290 -1.885
C -0.479 -0.223 -4.481 0.544 1.576 1.206
O 1.032 0.668 4.957 -0.815 -1.473 -2.504
N 1.337 -1.386 -2.880 -2.919 0.147 -2.080
H -2.591 0.170 -4.085 0.679 0.162 0.152
Cl -1.765 0.993 6.415 -0.080 -0.047 -0.148
F 0.235 -1.934 -6.004 -1.783 0.275 0.433
H 3.257 -2.475 -0.467 -0.285 -0.971 -0.049
C 1.178 -0.573 -0.660 0.238 0.420 1.962
H 1.865 -3.456 -1.226 0.203 0.490 0.485
Cl -4.415 3.639 2.423 -0.103 0.435 -0.001
C -1.627 0.138 -3.537 -1.084 -0.797 0.993
C 2.646 -2.690 -1.359 -0.938 1.696 1.736
C 2.232 -0.149 4.927 0.252 1.205 2.153
C -2.221 2.085 2.033 -0.388 0.866 -0.382
F -1.971 -1.274 -5.983 2.299 -2.108 1.947
H 2.094 -0.983 5.537 -0.532 -1.249 1.658
C -0.503 -0.744 0.897 2.050 1.745 -0.148
C -1.924 1.358 4.742 -1.663 2.197 -1.609
H 0.575 2.342 1.019 0.839 1.561 -0.484
C 1.391 0.814 -0.284 -0.132 -2.511 -2.663
F 2.180 1.597 -1.012 0.728 -0.068 0.069
C 0.806 -0.325 -3.568 4.165 2.995 -1.190

=====

46
Properties=species:S:1:pos:R:3:forces:R:3 method="wB97M-V/def2-TZVPD" s_squared=8.81 e_tot_ha=-2653.1917 spin_multiplicity=6 charge=+2 orbital_gap_ha="0.2639 / 0.2294" relative_energy_kcal_mol=0.00
C -1.724 -2.375 0.113 0.194 0.100 -0.045
O 1.190 -0.849 2.406 -0.180 0.160 -0.140
C -2.255 -3.645 0.063 -0.094 -0.154 -0.018
C 4.646 -0.338 -0.596 -0.280 -0.093 0.116
H -2.662 -0.999 1.470 0.016 0.063 0.096
C 5.582 -2.463 0.007 -0.069 0.006 -0.010
H 2.817 3.838 -1.093 -0.018 0.017 -0.004
C 0.922 4.475 -0.260 0.043 0.069 -0.019
C 3.255 -2.079 0.520 0.176 0.361 0.059
H -1.819 -5.721 -0.257 0.004 0.023 -0.015
C 0.250 -0.263 2.998 0.151 -0.053 -0.130
C 3.364 -0.775 -0.075 0.049 0.074 -0.245
N -0.410 -2.151 -0.106 0.323 -0.205 0.142
H 0.594 -5.284 -0.758 -0.031 0.023 0.003
H 6.433 -3.133 0.024 -0.032 0.024 0.030
H 2.336 -2.374 0.996 0.005 0.098 0.128
C -1.421 -4.715 -0.225 -0.035 -0.049 0.020
Cl 1.590 -0.896 5.269 0.069 -0.090 -0.001
Ru 0.269 -0.207 0.406 0.013 0.192 0.183
H -2.179 0.122 -1.071 0.026 -0.009 -0.010
H 1.418 -2.955 -0.656 -0.135 -0.028 -0.067
N 2.603 1.298 -0.631 -0.221 -0.216 0.190
H 4.720 0.642 -1.035 0.012 -0.025 -0.010
C -0.238 4.049 0.372 -0.040 -0.021 0.042
C 0.400 0.108 4.475 -0.059 0.120 0.148
Cl -1.146 -0.009 5.287 -0.162 -0.010 0.039
C -0.079 -4.479 -0.496 -0.051 -0.101 -0.017
H -3.565 -1.282 -0.022 -0.065 0.031 -0.052
H 4.271 -3.865 1.016 0.051 0.006 -0.027
H 1.067 5.525 -0.476 0.018 -0.025 0.008
N 2.286 0.019 -0.162 -0.043 -0.038 -0.122
C 1.686 2.195 -0.317 -0.358 -0.019 0.088
H -1.305 2.307 1.110 -0.029 -0.031 0.020
C 0.388 -3.189 -0.433 -0.221 0.185 -0.112
H -3.313 -3.791 0.238 0.055 -0.011 -0.007
N 0.508 1.791 0.295 0.247 0.174 -0.204
C -0.416 2.688 0.626 0.224 0.003 0.065
H -1.007 4.748 0.667 -0.005 -0.025 -0.012
O -0.773 0.116 2.356 0.176 -0.071 -0.148
C 1.893 3.553 -0.610 0.023 0.097 -0.018
C 4.342 -2.891 0.550 0.280 -0.044 -0.027
H 6.669 -0.860 -0.951 -0.008 -0.025 0.008
O -1.924 0.010 -0.144 -0.076 -0.190 0.238
C -2.571 -1.167 0.401 0.036 0.048 -0.176
Cl 0.959 1.807 4.451 -0.025 -0.059 -0.094
C 5.716 -1.177 -0.549 0.048 -0.281 0.108

=====

43
Properties=species:S:1:pos:R:3:forces:R:3 method="wB97M-V/def2-TZVPD" e_tot_ha=-1982.0274 smiles="O=C(NCc1ccccn1)c1ccc(NS(=O)(=O)c2cccc(Cl)c2)cc1" spin_multiplicity=1 charge=0 orbital_gap_ha=0.3399 relative_energy_kcal_mol=48.32
C -1.020 -2.029 1.103 -0.252 -0.040 0.073
C -1.817 1.577 0.262 0.228 -0.023 -0.100
O -2.814 2.259 0.116 -0.293 0.080 -0.064
N 1.626 2.703 1.614 -0.228 -0.166 -0.220
H -1.204 3.996 0.876 0.138 -0.010 -0.082
C -0.154 -3.498 -2.734 -0.021 -0.104 -0.149
H -3.430 -0.013 -1.119 -0.070 0.058 -0.050
C 0.783 -1.322 -3.136 0.066 0.024 0.116
H 3.269 1.971 2.569 0.118 -0.003 0.071
H -0.347 -0.143 1.827 0.098 0.067 0.057
C -2.748 -1.970 -0.571 0.091 -0.182 0.085
O 0.616 -4.622 0.905 0.031 0.368 0.013
H 4.057 4.209 3.355 0.078 -0.021 0.049
C -2.748 -0.590 -0.512 0.068 0.145 0.074
H -0.710 -4.366 -3.052 -0.096 -0.076 -0.118
S -0.204 -4.685 -0.261 -0.348 0.042 -0.384
C 0.902 3.764 1.286 0.053 0.136 0.076
C 2.722 2.875 2.334 0.366 0.105 0.237
C 2.402 5.228 2.427 -0.067 -0.077 -0.061
C -1.845 0.084 0.303 -0.130 -0.207 0.094
C 3.158 4.115 2.768 -0.059 -0.020 -0.031
C 1.271 -1.297 -1.837 -0.203 -0.362 -0.126
H 0.641 5.893 1.387 -0.074 0.089 -0.030
H 0.235 1.518 0.519 -0.149 -0.096 -0.038
C -0.322 3.510 0.447 -0.369 0.059 -0.200
N -1.744 -4.086 0.095 0.542 -0.748 -0.016
H 1.459 -2.384 0.019 0.055 0.112 0.089
C 1.256 5.054 1.673 0.079 -0.122 0.029
Cl 2.105 0.093 -1.259 0.169 0.230 0.126
H -3.427 -2.489 -1.232 -0.047 -0.047 -0.123
N -0.575 2.097 0.349 0.342 0.160 0.131
C -1.005 -0.649 1.136 -0.130 0.079 -0.147
C -1.859 -2.697 0.214 -0.044 0.848 0.367
H 0.947 -0.477 -3.787 0.031 0.089 -0.036
H -0.278 -2.457 -4.602 -0.033 -0.011 -0.086
O -0.423 -5.946 -0.899 -0.159 0.076 -0.225
H -0.163 3.943 -0.552 -0.071 0.025 0.152
H 2.704 6.216 2.745 0.013 0.066 0.020
H -2.437 -4.517 -0.499 0.023 -0.142 -0.115
C 0.089 -2.433 -3.588 -0.036 -0.088 0.088
C 1.067 -2.372 -0.984 0.244 0.105 -0.068
C 0.340 -3.450 -1.446 -0.013 -0.433 0.399
H -0.376 -2.612 1.741 0.058 0.014 0.121

=====

44
Properties=species:S:1:pos:R:3:forces:R:3 method="wB97M-V/def2-TZVPD" e_tot_ha=-1938.7650 spin_multiplicity=1 charge=0 orbital_gap_ha=0.2478 relative_energy_kcal_mol=6.97
C -5.214 -0.878 -1.436 0.024 0.031 0.028
S -2.886 1.849 1.292 0.088 -0.300 0.161
C 3.709 -0.594 -1.834 0.021 0.005 0.032
C 1.889 -0.066 -3.417 0.144 -0.004 0.015
C 1.341 0.036 -1.077 -0.062 -0.144 -0.166
C -0.247 0.555 -2.869 0.103 -0.015 -0.038
H 4.637 -2.250 -1.330 -0.013 0.016 0.027
C 1.772 -0.153 0.271 -0.053 0.280 0.002
H -5.722 -1.579 -2.082 -0.002 0.000 -0.010
H 1.291 -0.072 5.954 -0.001 -0.003 0.003
O -0.942 0.686 -0.672 0.088 0.135 0.290
C -4.329 -1.352 -0.502 -0.018 0.030 0.045
N 1.159 0.211 1.361 0.221 -0.837 0.133
C 3.226 -0.222 5.049 0.029 -0.005 0.043
H 4.172 0.146 -1.168 0.005 0.016 -0.038
C -4.732 1.331 -0.682 0.052 0.099 0.052
H 3.852 0.048 1.749 -0.009 -0.004 -0.023
C 0.047 0.441 -1.459 -0.004 -0.058 0.089
C 1.852 -0.079 5.029 -0.096 0.018 0.004
H -4.850 2.404 -0.734 0.009 -0.001 -0.024
N -3.674 -0.522 0.347 0.024 0.168 0.034
C -1.631 0.956 -3.265 -0.050 0.000 0.014
C -3.830 0.834 0.259 -0.073 -0.133 -0.221
H 3.745 -0.333 5.991 -0.001 -0.005 0.005
H -6.125 0.901 -2.245 -0.005 0.000 -0.005
C 2.285 -0.217 -2.123 -0.057 -0.014 0.036
C 3.265 -0.031 2.651 -0.028 -0.010 0.062
H 5.007 -0.251 3.857 0.003 0.004 -0.005
C 1.190 0.073 3.820 0.229 -0.101 -0.118
C -5.432 0.495 -1.522 -0.033 -0.041 -0.017
C 1.869 0.056 2.600 -0.149 0.163 -0.078
H 2.591 -0.236 -4.225 -0.010 -0.006 -0.003
H -1.902 1.909 -2.808 0.009 0.010 -0.003
C 3.928 -0.182 3.854 0.025 0.000 -0.024
H -1.690 1.027 -4.347 0.004 -0.004 -0.005
O 3.753 -1.886 -1.220 0.013 -0.018 -0.018
H 2.732 -0.642 0.371 0.063 0.067 0.015
H -2.360 0.228 -2.900 0.001 -0.004 -0.002
I -0.865 0.376 3.802 -0.118 0.042 0.377
Pt -0.822 0.676 1.337 -0.132 1.139 -0.757
H -4.090 -2.392 -0.342 -0.020 -0.011 -0.025
O -2.877 -1.017 1.226 -0.093 -0.520 0.102
H 4.270 -0.587 -2.770 -0.024 -0.030 -0.008
N 0.641 0.305 -3.789 -0.104 0.043 0.015